# 1
2 unconnected molecules or ions with the total composition C3H6N2O in a non-equilibrium geometry, computed with ωB97M-V/def2-TZVPD.

Geometry (Å):
N (-1.66, -0.88, 0.32)
C (-1.60, 0.14, -0.52)
C (1.05, 0.93, 0.22)
O (1.12, 0.07, 1.33)
C (1.63, 0.32, -0.99)
N (2.05, -0.22, -1.93)
H (-2.10, -0.75, 1.23)
H (-1.40, -1.84, 0.11)
H (-1.13, -0.25, -1.44)
H (0.00, 1.23, 0.00)
H (1.60, 1.84, 0.47)
H (0.43, -0.60, 1.20)

Properties
- orbital gap (eV) = 9.6087
- electronic energy (Eh) = -302.54819
- HOMO energy (eV) = -9.1

Atom charges from the Löwdin analysis, given in e for atoms 1 to 5:
1. N -0.037
2. C -0.047
3. C -0.278
4. O -0.054
5. C -0.193

# 2
A single CH4 molecule in a non-equilibrium geometry, computed with ωB97M-V/def2-TZVPD.

Geometry (Å):
C (0.04, 0.04, -0.02)
H (-0.35, -0.69, -0.81)
H (-0.79, 0.90, 0.07)
H (1.15, 0.37, -0.15)
H (-0.05, -0.62, 0.92)

Properties
- orbital gap (eV) = 13.9105
- electronic energy (Eh) = -40.47334
- HOMO energy (eV) = -12.7

Taken from the Löwdin analysis, the atomic charges in e are:
1. C -0.115
2. H 0.017
3. H 0.046
4. H 0.040
5. H 0.012

# 3
A single C2H2ClOPS2 molecule in a non-equilibrium geometry, computed with ωB97M-V/def2-TZVPD.

Geometry (Å):
C (0.49, -0.47, -1.01)
C (0.64, -1.32, -0.01)
O (-0.44, 0.53, -0.93)
P (-0.74, 0.94, 0.64)
S (-2.40, 2.04, 0.99)
S (-0.45, -1.08, 1.37)
Cl (0.86, 2.02, 1.09)
H (0.84, -0.43, -2.14)
H (1.20, -2.23, -0.01)

Properties
- orbital gap (eV) = 9.0210
- electronic energy (Eh) = -1750.60825
- HOMO energy (eV) = -9.1

Atom charges from the Löwdin analysis, given in e for atoms 1 to 5:
1. C -0.323
2. C -0.488
3. O -0.364
4. P -0.238
5. S 0.147

# 4
4 unconnected molecules or ions with the total composition C3H14O4 in a non-equilibrium geometry, computed with ωB97M-V/def2-TZVPD.

Geometry (Å):
C (-0.42, 0.22, -0.39)
O (0.32, 1.36, -0.10)
C (-1.93, 0.56, -0.25)
C (-2.78, -0.71, -0.20)
H (-0.17, -0.58, 0.31)
H (-0.19, 0.02, -1.44)
H (0.65, 1.33, 0.85)
H (-2.18, 1.12, -1.15)
H (-2.10, 1.09, 0.69)
H (-2.84, -1.29, -1.12)
H (-3.77, -0.28, -0.04)
H (-2.51, -1.38, 0.62)
H (2.98, -2.05, 1.19)
H (1.91, -1.74, 0.10)
O (2.11, -1.71, 1.04)
H (2.46, 1.76, -2.79)
H (2.27, 0.45, -2.10)
O (2.53, 0.81, -2.95)
H (1.43, 0.72, 3.24)
H (1.27, -0.29, 2.10)
O (0.96, 0.59, 2.41)

Properties
- orbital gap (spin up / spin down) (eV) = 11.6870 / 5.5310
- total charge = +1
- electronic energy (Eh) = -423.29385
- HOMO energy (spin up / spin down) (eV) = -14.8 / -14.8
- 2S+1 = 2

Atom charges from the Löwdin analysis, given in e for atoms 1 to 5:
1. C -0.160
2. O 0.203
3. C -0.138
4. C -0.055
5. H 0.124

# 5
A molecular structure, C19H22BaN5O3 in a non-equilibrium geometry, computed with ωB97M-V/def2-TZVPD.

Geometry (Å):
Ba (-0.05, 0.53, -1.15)
O (-4.71, 0.52, -0.75)
C (-4.88, 0.60, 0.59)
C (-6.19, 0.72, 1.04)
C (-6.45, 0.84, 2.39)
C (-5.41, 0.85, 3.31)
C (-4.11, 0.73, 2.86)
C (-3.82, 0.61, 1.50)
C (-2.41, 0.48, 1.04)
O (-2.20, 0.25, -0.24)
N (-1.47, 0.68, 1.93)
N (-0.21, 0.55, 1.35)
C (0.79, 0.85, 2.08)
C (2.17, 0.71, 1.52)
C (3.26, 1.08, 2.28)
C (4.53, 0.90, 1.77)
C (4.68, 0.35, 0.50)
C (3.53, 0.01, -0.20)
N (2.30, 0.18, 0.28)
H (-3.76, 0.41, -0.90)
H (-6.99, 0.71, 0.30)
H (-7.48, 0.92, 2.72)
H (-5.62, 0.94, 4.37)
H (-3.29, 0.73, 3.57)
H (0.65, 1.18, 3.11)
H (3.11, 1.49, 3.27)
H (5.40, 1.17, 2.35)
H (5.66, 0.18, 0.07)
H (3.62, -0.42, -1.19)
C (2.48, 4.02, -0.51)
N (1.18, 4.67, -0.36)
C (1.21, 6.06, 0.10)
C (-0.08, 6.75, -0.27)
C (-1.24, 5.94, 0.26)
N (-1.14, 4.55, -0.20)
C (-2.39, 3.79, -0.18)
C (0.03, 3.98, -0.46)
O (0.07, 2.75, -0.83)
H (3.07, 4.58, -1.24)
H (2.37, 3.00, -0.86)
H (3.01, 4.01, 0.44)
H (2.06, 6.54, -0.38)
H (1.38, 6.09, 1.18)
H (-0.16, 6.84, -1.35)
H (-0.10, 7.75, 0.15)
H (-2.19, 6.33, -0.10)
H (-1.27, 5.96, 1.36)
H (-3.13, 4.30, -0.80)
H (-2.78, 3.71, 0.84)
H (-2.25, 2.79, -0.57)

Properties
- orbital gap (eV) = 7.0855
- total charge = +1
- electronic energy (Eh) = -1262.13111
- HOMO energy (eV) = -10.3

Atom charges from the Löwdin analysis, given in e for atoms 1 to 5:
1. Ba 2.065
2. O 0.060
3. C -0.259
4. C -0.007
5. C -0.066

# 6
A molecular structure, C26H22FeN4O9P2Se, computed with ωB97M-V/def2-TZVPD.

Geometry (Å):
Fe (0.48, 1.06, 0.24)
N (-7.86, -1.44, -5.05)
C (-6.93, -1.11, -4.45)
C (-5.77, -0.69, -3.70)
C (-5.81, 0.50, -2.97)
C (-4.69, 0.89, -2.25)
C (-3.54, 0.12, -2.26)
C (-3.51, -1.06, -3.01)
C (-4.62, -1.47, -3.73)
C (-2.32, 0.54, -1.50)
C (-2.45, 0.67, -0.13)
C (-3.61, 0.44, 0.69)
C (-3.26, 0.73, 1.97)
C (-1.88, 1.11, 1.93)
N (-1.40, 1.07, 0.70)
C (-1.18, 0.81, -2.27)
C (-1.05, 0.87, -3.69)
C (0.22, 1.34, -3.95)
C (0.83, 1.54, -2.69)
N (0.01, 1.23, -1.70)
H (-6.71, 1.10, -2.97)
H (-4.70, 1.81, -1.69)
H (-2.60, -1.66, -3.01)
H (-4.60, -2.39, -4.30)
H (-4.57, 0.10, 0.34)
H (-3.87, 0.67, 2.85)
H (-1.25, 1.41, 2.75)
H (-1.82, 0.64, -4.40)
H (0.66, 1.53, -4.92)
H (1.82, 1.92, -2.47)
C (2.63, -1.49, -2.36)
C (3.04, -1.62, -0.91)
O (4.07, -2.61, -0.80)
P (3.63, -0.04, -0.22)
O (4.22, -0.39, 1.19)
O (4.92, 0.40, -1.06)
O (2.59, 1.02, -0.28)
P (1.62, -2.02, 0.21)
O (1.06, -3.44, -0.33)
O (2.31, -2.23, 1.52)
O (0.58, -0.99, -0.07)
H (3.47, -1.15, -2.97)
H (1.81, -0.78, -2.46)
H (2.31, -2.46, -2.72)
H (4.03, -2.94, 0.12)
H (3.55, -0.97, 1.66)
H (4.83, 1.34, -1.28)
H (0.12, -3.32, -0.52)
O (-0.10, -0.77, 3.16)
C (0.88, -0.04, 3.03)
O (1.15, 0.80, 2.12)
C (1.95, -0.10, 4.12)
C (2.05, -1.23, 4.92)
C (3.02, -1.30, 5.92)
C (3.88, -0.24, 6.13)
C (3.78, 0.90, 5.33)
C (2.83, 0.96, 4.32)
H (1.36, -2.05, 4.74)
H (3.10, -2.20, 6.53)
H (4.63, -0.29, 6.91)
H (4.45, 1.73, 5.49)
H (2.75, 1.81, 3.67)
Se (1.04, 3.48, 0.58)
C (-0.37, 4.60, 0.10)
N (-1.21, 5.33, -0.20)

Properties
- orbital gap (eV) = 5.8741
- total charge = -2
- electronic energy (Eh) = -6248.42279
- HOMO energy (eV) = -1.9

Atom charges from the Löwdin analysis, given in e for atoms 1 to 5:
1. Fe 0.250
2. N 0.122
3. C -0.198
4. C -0.248
5. C -0.027

# 7
9 unconnected molecules or ions with the total composition H16NO11 in a non-equilibrium geometry, computed with ωB97M-V/def2-TZVPD.

Geometry (Å):
N (-0.10, -0.31, 0.22)
O (-0.09, 0.11, 1.37)
O (0.99, -0.54, -0.38)
O (-1.15, -0.45, -0.45)
O (2.21, -1.35, 1.99)
H (2.42, -2.23, 1.49)
H (1.55, -0.70, 1.60)
O (1.20, 2.92, 1.00)
H (2.22, 3.03, 1.35)
H (1.29, 1.96, 0.80)
O (0.09, 1.53, 3.86)
H (0.36, 1.32, 3.01)
H (-0.53, 0.93, 3.93)
O (3.61, -0.38, -1.35)
H (3.73, -1.04, -1.94)
H (2.87, -0.55, -0.76)
O (-3.43, -0.28, -1.91)
H (-2.55, -0.23, -1.46)
H (-3.30, -0.33, -2.85)
O (-0.86, -3.26, -1.20)
H (-1.76, -3.51, -1.78)
H (-1.11, -2.33, -0.84)
O (-3.28, 1.21, 1.42)
H (-2.66, 0.61, 0.81)
H (-3.87, 1.51, 0.81)
O (0.50, 0.66, -3.26)
H (0.86, 0.20, -2.43)
H (0.76, 1.53, -3.05)

Properties
- orbital gap (eV) = 10.5113
- total charge = -1
- electronic energy (Eh) = -891.90598
- HOMO energy (eV) = -7.4

Atom charges from the Löwdin analysis, given in e for atoms 1 to 5:
1. N -0.510
2. O 0.015
3. O -0.054
4. O -0.056
5. O -0.151

# 8
13 unconnected molecules or ions with the total composition C42H65Cl26NO3 in a non-equilibrium geometry, computed with ωB97M-V/def2-TZVPD.

Geometry (Å):
C (-8.52, -5.39, -2.53)
C (-8.18, -4.03, -1.70)
O (-7.96, -2.98, -2.70)
C (-6.61, -2.50, -2.58)
C (-5.58, -3.14, -3.55)
C (-4.07, -2.73, -3.55)
C (-3.69, -1.60, -2.54)
C (-4.72, -0.94, -1.55)
C (-6.23, -1.39, -1.53)
C (-7.29, -0.78, -0.52)
Cl (-6.97, -1.04, 1.28)
C (-8.45, -0.05, -0.87)
C (-8.84, 0.19, -2.39)
Cl (-9.49, 0.61, 0.48)
C (-4.14, 0.20, -0.61)
O (-4.85, 0.95, 0.12)
C (-2.55, 0.52, -0.55)
N (-2.07, 1.53, 0.44)
C (-1.27, 2.41, -0.14)
C (-1.62, 3.35, -1.38)
C (0.24, 2.51, 0.46)
C (-1.59, -0.07, -1.41)
C (-2.13, -1.13, -2.49)
O (-1.29, -1.62, -3.30)
H (-7.74, -6.18, -2.27)
H (-8.41, -5.16, -3.66)
H (-9.59, -5.69, -2.25)
H (-9.05, -3.69, -1.03)
H (-7.19, -4.13, -1.10)
H (-5.91, -3.94, -4.30)
H (-3.32, -3.23, -4.26)
H (-9.86, 0.73, -2.38)
H (-8.12, 0.90, -2.93)
H (-9.02, -0.78, -2.98)
H (-2.69, 3.19, -1.77)
H (-0.93, 3.12, -2.28)
H (-1.44, 4.45, -1.11)
H (0.91, 3.16, -0.20)
H (0.62, 1.42, 0.53)
H (0.14, 2.96, 1.51)
H (-0.47, 0.17, -1.39)
Cl (-2.37, -3.46, -1.46)
C (-1.18, -4.68, -0.95)
C (-0.29, -4.18, 0.17)
Cl (0.81, -2.89, -0.36)
H (-0.59, -4.97, -1.82)
H (-1.74, -5.56, -0.62)
H (0.34, -5.00, 0.54)
H (-0.88, -3.81, 1.01)
Cl (-3.38, -3.62, 1.62)
C (-4.42, -2.97, 2.92)
C (-4.80, -4.03, 3.93)
Cl (-5.90, -5.26, 3.24)
H (-5.30, -2.53, 2.45)
H (-3.86, -2.18, 3.41)
H (-5.33, -3.57, 4.77)
H (-3.92, -4.55, 4.32)
Cl (2.16, -0.34, 2.32)
C (3.57, 0.03, 1.29)
C (4.42, 1.14, 1.87)
Cl (3.58, 2.71, 1.81)
H (3.20, 0.27, 0.29)
H (4.16, -0.89, 1.23)
H (5.33, 1.25, 1.28)
H (4.70, 0.94, 2.90)
Cl (4.16, 1.99, -2.38)
C (4.10, 3.65, -3.02)
C (3.79, 4.66, -1.93)
Cl (2.12, 4.49, -1.34)
H (3.36, 3.68, -3.82)
H (5.08, 3.86, -3.45)
H (3.89, 5.68, -2.33)
H (4.47, 4.57, -1.09)
Cl (5.38, -5.19, 4.00)
C (4.27, -4.26, 5.03)
C (3.89, -2.93, 4.41)
Cl (5.26, -1.79, 4.35)
H (4.74, -4.12, 6.00)
H (3.37, -4.87, 5.16)
H (3.11, -2.45, 5.00)
H (3.51, -3.05, 3.39)
Cl (1.92, -7.13, -1.99)
C (1.31, -8.10, -3.35)
C (0.31, -7.34, -4.20)
Cl (-1.21, -7.04, -3.33)
H (0.87, -9.02, -2.95)
H (2.17, -8.38, -3.96)
H (0.06, -7.92, -5.09)
H (0.71, -6.38, -4.53)
Cl (6.15, 1.07, -6.97)
C (4.67, 0.39, -6.24)
C (3.42, 1.09, -6.72)
Cl (3.31, 2.76, -6.11)
H (4.77, 0.44, -5.15)
H (4.64, -0.67, -6.53)
H (2.54, 0.56, -6.35)
H (3.37, 1.12, -7.81)
Cl (1.69, 3.13, 4.67)
C (1.78, 4.42, 5.89)
C (2.84, 5.46, 5.56)
Cl (4.49, 4.80, 5.69)
H (1.97, 3.95, 6.86)
H (0.80, 4.89, 5.93)
H (2.77, 6.29, 6.27)
H (2.71, 5.85, 4.55)
Cl (11.38, 4.82, -6.09)
C (10.76, 3.22, -6.55)
C (9.43, 2.91, -5.89)
Cl (9.59, 2.67, -4.13)
H (11.51, 2.48, -6.30)
H (10.63, 3.23, -7.64)
H (9.02, 1.98, -6.30)
H (8.70, 3.70, -6.06)
Cl (2.32, -2.17, -5.37)
C (0.68, -2.72, -5.82)
C (0.66, -3.37, -7.19)
Cl (0.95, -2.19, -8.49)
H (0.01, -1.87, -5.76)
H (0.38, -3.45, -5.06)
H (-0.33, -3.81, -7.37)
H (1.40, -4.16, -7.27)
Cl (0.28, 1.56, 8.11)
C (-0.84, 2.49, 9.14)
C (-1.22, 3.81, 8.51)
Cl (0.15, 4.95, 8.45)
H (-0.37, 2.62, 10.11)
H (-1.73, 1.87, 9.27)
H (-2.01, 4.29, 9.11)
H (-1.60, 3.69, 7.50)
Cl (1.48, 8.46, 7.76)
C (0.65, 8.78, 9.30)
C (1.48, 9.64, 10.24)
Cl (2.92, 8.78, 10.84)
H (0.40, 7.82, 9.76)
H (-0.28, 9.30, 9.06)
H (0.89, 9.92, 11.11)
H (1.82, 10.56, 9.74)

Properties
- orbital gap (eV) = 7.1286
- electronic energy (Eh) = -13884.51117
- HOMO energy (eV) = -8.2

Atom charges from the Löwdin analysis, given in e for atoms 1 to 5:
1. C -0.071
2. C -0.203
3. O -0.183
4. C -0.150
5. C 0.046